[1]
The molecule C4H6O2. Source: the OMol25 dataset; level of theory: ωB97M-V/def2-TZVPD.

XYZ file:
```
12
Properties=species:S:1:pos:R:3:forces:R:3
C 1.828 0.494 -0.601 0.06 0.06 -0.02
C 0.352 0.755 -0.375 -0.04 0.24 -0.07
O -0.133 1.865 -0.514 0.18 -0.36 -0.08
C -0.434 -0.401 0.082 -0.19 -0.01 0.16
C -1.732 -0.276 0.395 0.25 0.16 -0.08
O -2.423 -1.176 1.111 0.06 -0.16 0.03
H 1.966 -0.001 -1.570 -0.04 0.06 0.10
H 2.234 -0.173 0.168 -0.08 0.11 -0.12
H 2.374 1.438 -0.600 -0.08 -0.11 -0.05
H 0.077 -1.343 0.275 -0.01 0.17 0.12
H -1.775 -1.764 1.525 -0.29 -0.14 -0.10
H -2.333 0.582 0.105 0.18 -0.03 0.12
```
Positions in Å, forces in eV/Å.

Values from the calculation:
Energy (Ha): -306.46962
Charge: 0
SMILES: CC(=O)/C=C/O



[2]
A structure of composition C4H6O2 in a non-equilibrium geometry. Source: the OMol25 dataset; level of theory: ωB97M-V/def2-TZVPD.

XYZ file:
```
12
Properties=species:S:1:pos:R:3:forces:R:3
C -2.087 0.247 -0.118 -0.16 0.95 0.35
C -0.808 -1.319 0.049 0.97 1.86 -1.47
C -0.574 0.174 -0.471 -0.38 -1.74 3.63
C 0.519 0.916 0.302 -2.28 2.63 1.28
O -2.982 1.025 -0.043 0.41 0.53 -0.40
O -2.216 -1.042 0.225 0.42 -1.28 0.02
H -0.526 -1.900 -0.818 -0.55 -1.23 0.34
H -0.292 -1.548 0.977 -0.17 -0.21 -0.07
H -0.390 0.192 -1.490 0.17 0.17 -2.04
H 0.511 0.696 1.427 0.09 -0.09 -1.66
H 0.127 2.052 0.291 1.74 -2.15 -0.26
H 1.495 0.701 -0.150 -0.26 0.56 0.27
```
Positions in Å, forces in eV/Å.

Values from the calculation:
Energy (Ha): -306.45354
Charge: 0



[3]
The molecule C4H6O2. Source: the OMol25 dataset; level of theory: ωB97M-V/def2-TZVPD.

XYZ file:
```
12
Properties=species:S:1:pos:R:3:forces:R:3
O -1.842 1.676 1.004 -0.32 -0.55 -0.46
C -1.901 0.953 0.057 -0.34 0.30 0.31
O -1.381 -0.325 0.000 0.03 0.12 0.08
C -0.009 -0.029 -0.168 0.47 0.37 -0.13
C 1.069 -0.920 -0.653 0.06 -0.12 -0.15
C 1.054 -0.411 0.785 0.15 0.05 0.18
H -2.271 1.245 -0.939 -0.35 0.09 0.19
H 0.083 0.983 -0.548 0.36 -0.02 -0.07
H 0.916 -1.980 -0.823 -0.12 0.15 0.13
H 1.736 -0.433 -1.360 0.01 -0.28 0.10
H 0.829 -1.148 1.551 -0.08 0.13 -0.18
H 1.717 0.389 1.094 0.12 -0.25 -0.01
```
Positions in Å, forces in eV/Å.

Values from the calculation:
Energy (Ha): -306.42424
Charge: 0
SMILES: O=COC1CC1